(1)
This record from OMol25 describes a structure of composition C24H31Cl54N2O6S2. The level of theory is ωB97M-V with the def2-TZVPD basis set.

```
! wB97M-V def2-TZVPD RIJCOSX def2/J DEFGRID3
* xyz -1 1
C -4.35 -2.03 -5.08
C -4.18 -0.61 -4.40
O -4.20 -0.71 -2.97
C -5.51 -0.93 -2.48
C -5.57 -1.61 -1.08
O -5.43 -3.05 -1.07
S -3.87 -3.58 -0.77
O -4.01 -5.07 -0.57
O -3.06 -3.35 -1.99
N -3.26 -2.93 0.65
S -1.79 -2.12 0.40
O -1.30 -1.73 1.78
O -0.71 -2.96 -0.21
C -2.00 -0.51 -0.51
C -0.84 -0.23 -1.52
N 0.40 -0.38 -1.21
H -3.37 -2.43 -5.42
H -5.05 -1.98 -5.95
H -4.70 -2.74 -4.29
H -5.01 0.09 -4.70
H -3.19 -0.18 -4.68
H -6.16 -1.51 -3.19
H -5.98 0.09 -2.37
H -6.60 -1.41 -0.68
H -4.86 -1.20 -0.33
H -1.95 0.31 0.25
H -2.99 -0.42 -1.01
H -1.08 0.11 -2.55
H 0.91 -0.13 -2.07
C 1.15 -0.04 -5.16
Cl 1.58 1.52 -4.44
Cl -0.52 -0.46 -4.75
Cl 1.37 0.01 -6.92
H 1.80 -0.80 -4.76
C -1.02 0.49 4.73
Cl 0.51 1.35 4.88
Cl -1.37 -0.43 6.21
Cl -2.32 1.63 4.38
H -0.95 -0.22 3.90
C 1.96 -4.30 0.07
Cl 1.87 -5.13 1.63
Cl 2.73 -2.72 0.24
Cl 2.83 -5.29 -1.11
H 0.95 -4.15 -0.29
C -2.05 3.68 -0.50
Cl -2.57 3.35 1.16
Cl -1.28 2.25 -1.20
Cl -3.42 4.21 -1.49
H -1.31 4.48 -0.48
C -0.82 -4.96 -4.08
Cl -1.30 -3.31 -4.47
Cl -0.15 -5.80 -5.48
Cl 0.35 -4.95 -2.75
H -1.71 -5.49 -3.75
C -4.08 -7.00 0.96
Cl -4.13 -7.96 -0.52
Cl -5.54 -7.28 1.93
Cl -2.63 -7.37 1.90
H -4.05 -5.95 0.68
C 1.95 3.83 1.28
Cl 3.62 4.41 1.23
Cl 0.89 4.95 0.41
Cl 1.83 2.21 0.61
H 1.63 3.80 2.32
C -1.51 -9.66 -5.88
Cl -1.12 -11.32 -5.43
Cl -2.37 -9.61 -7.42
Cl -2.46 -8.88 -4.61
H -0.58 -9.11 -5.99
C 4.43 4.47 -4.66
Cl 3.11 4.66 -3.50
Cl 5.82 3.68 -3.91
Cl 3.88 3.56 -6.08
H 4.73 5.46 -4.99
C 0.53 -13.68 -3.03
Cl -0.74 -13.27 -1.86
Cl 1.87 -14.50 -2.23
Cl -0.13 -14.67 -4.34
H 0.90 -12.75 -3.46
C 4.83 0.76 2.48
Cl 3.51 0.97 3.63
Cl 6.22 -0.02 3.26
Cl 4.26 -0.18 1.11
H 5.14 1.74 2.13
C -0.87 7.09 2.99
Cl -0.43 5.43 3.41
Cl -1.68 7.16 1.42
Cl -1.91 7.77 4.26
H 0.04 7.68 2.94
C 2.58 7.66 -3.26
Cl 4.15 8.45 -3.13
Cl 2.19 6.78 -1.77
Cl 1.32 8.84 -3.63
H 2.62 6.94 -4.07
C 0.49 0.51 8.30
Cl 2.00 1.29 7.82
Cl 0.81 -1.06 9.03
Cl -0.42 1.55 9.42
H -0.11 0.36 7.41
C 4.50 10.59 0.57
Cl 3.94 11.99 -0.35
Cl 4.38 10.89 2.31
Cl 3.58 9.15 0.12
H 5.54 10.41 0.33
C -1.37 9.61 7.40
Cl 0.22 10.37 7.51
Cl -1.71 8.64 8.83
Cl -2.62 10.84 7.15
H -1.37 8.94 6.55
C 2.79 5.19 8.32
Cl 3.26 4.80 6.66
Cl 4.22 5.37 9.35
Cl 1.81 6.66 8.35
H 2.19 4.37 8.71
C 6.62 -5.53 0.74
Cl 7.13 -6.08 -0.86
Cl 8.03 -5.21 1.77
Cl 5.60 -4.10 0.62
H 6.04 -6.32 1.20
*
```

The calculation puts the HOMO energy at -7.1 eV. Its total energy is -738534.4507 eV. Its HOMO-LUMO gap is 0.3044 hartree.

(2)
This record from OMol25 describes a structure of composition C24H31F3N3O10P2RuSSe2. The level of theory is ωB97M-V with the def2-TZVPD basis set.

```
! wB97M-V def2-TZVPD RIJCOSX def2/J DEFGRID3
* xyz -2 2
Ru 0.18 1.67 -0.47
C -1.52 -6.23 0.34
C -0.77 -5.03 -0.18
C 0.13 -5.14 -1.23
C 0.80 -4.02 -1.71
C 0.58 -2.79 -1.13
C -0.31 -2.66 -0.07
C -0.97 -3.77 0.40
S 1.30 -1.30 -1.80
O 1.71 -1.61 -3.16
O 2.37 -0.93 -0.90
N 0.14 -0.23 -1.70
C -0.78 -0.14 -2.72
C -1.09 -1.12 -3.64
C -2.05 -0.92 -4.64
C -2.73 0.26 -4.75
C -2.48 1.28 -3.81
C -3.19 2.51 -3.82
C -2.96 3.44 -2.86
C -1.98 3.17 -1.87
N -1.27 2.06 -1.85
C -1.51 1.09 -2.80
H -1.31 -7.11 -0.27
H -2.59 -6.06 0.32
H -1.24 -6.46 1.37
H 0.30 -6.11 -1.69
H 1.49 -4.10 -2.54
H -0.49 -1.68 0.35
H -1.68 -3.66 1.21
H -0.58 -2.08 -3.61
H -2.25 -1.73 -5.34
H -3.47 0.42 -5.52
H -3.93 2.67 -4.60
H -3.49 4.38 -2.82
H -1.80 3.88 -1.08
O -4.21 -0.36 3.18
C -3.20 0.33 3.91
C -1.79 -0.27 3.74
C -1.80 -1.61 4.50
O -0.58 -2.35 4.43
C -1.52 -0.56 2.26
Se -1.83 0.91 1.00
C -0.73 0.66 4.31
Se -0.75 2.43 3.49
H -4.08 -0.09 2.26
H -3.48 0.27 4.97
H -3.18 1.38 3.62
H -2.63 -2.22 4.12
H -1.97 -1.42 5.56
H -0.25 -2.28 3.53
H -2.20 -1.36 1.95
H -0.49 -0.91 2.11
H 0.26 0.21 4.16
H -0.89 0.78 5.39
N 5.09 1.27 -0.28
C 3.86 2.16 -0.09
C 4.34 3.52 0.39
P 2.98 1.24 1.31
O 3.05 2.22 2.58
O 3.96 0.13 1.57
O 1.53 1.00 1.05
P 3.13 2.36 -1.83
O 3.77 1.04 -2.57
O 3.79 3.54 -2.41
O 1.64 2.19 -1.84
H 4.93 0.55 0.52
H 5.94 1.82 -0.20
H 5.03 0.83 -1.20
H 4.92 3.42 1.31
H 3.48 4.15 0.61
H 4.92 4.01 -0.39
H 2.16 2.61 2.70
H 3.13 0.32 -2.63
F 0.44 4.52 -0.76
C 0.23 3.58 0.25
F 1.27 3.89 1.12
F -0.87 4.13 0.90
*
```

The expectation value of S² is 0.76. The calculation puts the HOMO energy (spin up / spin down) at -1.2 / -1.5 eV. Its total energy is -221185.8043 eV. Its HOMO-LUMO gap (spin up / spin down) is 0.1956 / 0.2051 hartree.

(3)
This record from OMol25 describes a structure of composition C24H31F4N4ReSTe. The level of theory is ωB97M-V with the def2-TZVPD basis set.

```
! wB97M-V def2-TZVPD RIJCOSX def2/J DEFGRID3
* xyz 3 2
Re 0.71 0.22 0.09
C -2.56 -0.79 1.59
C -2.45 0.13 0.40
N -1.27 1.07 0.40
C -1.44 2.09 -0.72
C -2.13 1.62 -1.99
C -1.21 1.86 1.68
C -0.25 1.31 2.69
N 0.94 0.90 1.93
C 2.21 0.92 2.50
C 3.28 0.67 1.63
F 2.95 0.52 0.29
C 4.60 0.67 2.00
F 5.53 0.46 1.09
C 4.92 0.91 3.33
C 3.89 1.16 4.22
F 4.15 1.39 5.49
C 2.56 1.18 3.83
F 1.63 1.40 4.74
H -3.42 -1.44 1.45
H -2.72 -0.27 2.53
H -1.68 -1.43 1.69
H -3.34 0.77 0.36
H -2.41 -0.44 -0.52
H -0.43 2.48 -0.94
H -2.00 2.93 -0.31
H -1.67 0.76 -2.46
H -2.07 2.45 -2.70
H -3.18 1.42 -1.82
H -2.22 1.95 2.10
H -0.88 2.87 1.43
H -0.63 0.43 3.22
H -0.04 2.08 3.43
H 5.95 0.92 3.66
S 0.44 -0.35 -2.15
C 1.99 -0.76 -2.94
N 2.05 -1.91 -3.58
C 3.20 -2.30 -4.43
C 3.90 -1.05 -4.92
C 4.23 -0.14 -3.75
N 3.00 0.09 -2.95
H 1.22 -2.48 -3.59
H 2.81 -2.89 -5.25
H 3.87 -2.93 -3.84
H 3.26 -0.52 -5.64
H 4.82 -1.32 -5.44
H 4.57 0.84 -4.09
H 4.99 -0.57 -3.10
H 2.85 0.99 -2.53
C -0.39 -3.53 0.36
Te 1.24 -2.28 0.93
C 0.57 -2.54 2.93
C -0.14 -3.88 2.84
C -0.33 -4.64 3.99
C -1.00 -5.86 3.91
C -1.46 -6.32 2.69
C -1.26 -5.57 1.54
C -0.60 -4.35 1.61
H -0.07 -4.12 -0.49
H -1.25 -2.91 0.08
H -0.10 -1.73 3.21
H 1.43 -2.55 3.59
H 0.04 -4.29 4.95
H -1.14 -6.45 4.81
H -1.97 -7.27 2.63
H -1.60 -5.95 0.58
*
```

The expectation value of S² is 0.95. The calculation puts the HOMO energy (spin up / spin down) at -16.7 / -16.7 eV. Its total energy is -62452.5510 eV. Its HOMO-LUMO gap (spin up / spin down) is 0.2041 / 0.2220 hartree.

(4)
This record from OMol25 describes a structure of composition C24H31F6N7O8ReS3Si2. The level of theory is ωB97M-V with the def2-TZVPD basis set.

```
! wB97M-V def2-TZVPD RIJCOSX def2/J DEFGRID3
* xyz 0 4
Re -0.46 -0.69 0.02
C 1.22 0.10 5.20
Si 1.50 -0.23 3.38
C 2.86 0.85 2.69
C 1.82 -2.04 3.15
N -0.91 -2.00 1.39
C -2.07 -1.85 1.92
C -2.54 -2.55 3.11
C -3.77 -2.30 3.57
C -4.64 -1.36 2.89
C -4.30 -0.71 1.76
C -2.99 -0.95 1.20
N -2.53 -0.49 0.06
Si -3.70 0.00 -1.28
C -4.52 1.62 -0.89
C -4.92 -1.41 -1.35
C -2.81 0.06 -2.90
H 2.03 0.69 5.62
H 1.15 -0.83 5.77
H 0.29 0.66 5.34
H 3.84 0.41 2.88
H 2.82 1.83 3.16
H 2.76 1.00 1.61
H 2.75 -2.28 3.69
H 1.92 -2.38 2.13
H 1.01 -2.62 3.61
H -1.85 -3.22 3.61
H -4.14 -2.79 4.46
H -5.61 -1.17 3.34
H -4.97 0.00 1.31
H -5.32 1.56 -0.15
H -4.96 2.01 -1.81
H -3.78 2.34 -0.55
H -5.55 -1.51 -0.47
H -4.40 -2.36 -1.50
H -5.58 -1.26 -2.21
H -2.35 1.04 -3.07
H -3.56 -0.11 -3.67
H -2.03 -0.69 -3.00
F 4.63 -0.94 0.13
C 4.06 -2.13 0.08
F 4.81 -2.96 -0.63
F 3.91 -2.60 1.30
S 2.44 -1.92 -0.79
O 1.75 -0.89 0.02
O 2.78 -1.58 -2.13
N 1.80 -3.34 -0.56
S 0.32 -3.63 -1.00
O -0.37 -2.37 -1.37
O -0.34 -4.55 -0.15
C 0.46 -4.47 -2.63
F 1.26 -5.52 -2.50
F -0.75 -4.88 -3.00
F 0.95 -3.66 -3.55
N 3.97 5.44 1.02
C 2.90 4.75 0.48
C 2.70 4.71 -0.90
C 1.66 3.98 -1.44
C 0.80 3.27 -0.61
C 0.97 3.33 0.77
C 2.01 4.06 1.31
S -0.53 2.35 -1.27
O -1.53 2.26 -0.24
O -0.90 2.94 -2.54
N -0.08 0.78 -1.53
C 0.60 0.56 -2.74
N 0.25 -0.52 -3.43
C 0.90 -0.73 -4.57
C 1.89 0.12 -5.03
C 2.17 1.21 -4.23
N 1.54 1.44 -3.09
H 4.39 6.15 0.45
H 3.92 5.67 2.00
H 3.36 5.27 -1.55
H 1.50 3.96 -2.51
H 0.27 2.81 1.42
H 2.13 4.11 2.39
H 0.63 -1.62 -5.12
H 2.41 -0.06 -5.96
H 2.93 1.93 -4.51
O -0.24 0.60 1.41
O 0.00 0.30 2.78
*
```

The expectation value of S² is 3.79. The calculation puts the HOMO energy (spin up / spin down) at -7.9 / -8.0 eV. Its total energy is -118897.2004 eV. Its HOMO-LUMO gap (spin up / spin down) is 0.2385 / 0.2129 hartree.

(5)
This record from OMol25 describes a structure of composition C24H31GeN2O3PRh. The level of theory is ωB97M-V with the def2-TZVPD basis set.

```
! wB97M-V def2-TZVPD RIJCOSX def2/J DEFGRID3
* xyz 1 1
Rh 1.03 -0.27 -1.67
C -2.55 -0.78 -5.54
O -1.28 -1.24 -5.07
C -0.66 -0.63 -4.08
O 0.36 -1.13 -3.63
N -1.24 0.52 -3.58
N -0.53 1.19 -2.57
H -2.90 -1.54 -6.24
H -2.45 0.16 -6.08
H -3.26 -0.69 -4.71
H -1.89 1.04 -4.15
H -1.17 1.54 -1.86
H 0.02 1.96 -2.95
C 4.02 0.56 0.92
Ge 3.87 1.17 -0.93
C 5.62 1.23 -1.80
C 2.98 2.91 -0.95
C 2.74 -0.06 -1.99
H 4.83 1.09 1.42
H 4.23 -0.50 0.98
H 3.09 0.78 1.44
H 6.29 1.87 -1.24
H 5.54 1.63 -2.81
H 6.06 0.24 -1.86
H 3.51 3.62 -0.32
H 1.97 2.80 -0.54
H 2.92 3.33 -1.95
H 3.06 -0.50 -2.95
O 0.72 0.25 0.43
P -0.42 -0.21 1.30
C -0.05 -1.69 2.24
C -1.07 -2.39 2.88
C -0.78 -3.53 3.60
C 0.54 -3.99 3.66
C 1.55 -3.31 3.01
C 1.26 -2.16 2.29
C -1.82 -0.64 0.24
C -1.56 -1.54 -0.79
C -2.56 -1.94 -1.65
C -3.85 -1.43 -1.49
C -4.12 -0.54 -0.46
C -3.11 -0.14 0.40
C -0.94 1.08 2.44
C -1.33 2.32 1.92
C -1.67 3.35 2.76
C -1.63 3.17 4.14
C -1.23 1.95 4.66
C -0.88 0.91 3.81
H -2.09 -2.04 2.83
H -1.56 -4.07 4.11
H 0.76 -4.89 4.22
H 2.56 -3.67 3.05
H 2.04 -1.63 1.77
H -0.56 -1.99 -0.90
H -2.35 -2.65 -2.44
H -4.64 -1.75 -2.15
H -5.12 -0.16 -0.33
H -3.33 0.55 1.20
H -1.35 2.47 0.84
H -1.97 4.30 2.35
H -1.90 3.98 4.80
H -1.19 1.81 5.73
H -0.57 -0.04 4.23
*
```

The calculation puts the HOMO energy at -10.3 eV. Its total energy is -103319.7949 eV. Its HOMO-LUMO gap is 0.2909 hartree.

(6)
This record from OMol25 describes an isolated molecule of C24H31N3O. The level of theory is ωB97M-V with the def2-TZVPD basis set.

```
! wB97M-V def2-TZVPD RIJCOSX def2/J DEFGRID3
* xyz 0 1
C -2.00 -3.65 0.11
C -2.48 -2.21 0.33
C -3.43 -1.82 -0.81
O -3.35 -2.37 -1.90
N -4.35 -0.86 -0.57
C -5.27 -0.51 -1.64
C -4.51 -0.06 0.62
C -4.24 1.40 0.35
C -2.96 1.78 -0.06
C -2.68 3.10 -0.33
C -3.67 4.06 -0.19
C -4.94 3.69 0.22
C -5.22 2.36 0.48
N -1.42 -1.20 0.41
C -0.70 -1.19 1.67
C 0.21 0.05 1.70
N 1.16 0.09 0.61
C 2.30 -0.80 0.75
C 3.52 -0.21 0.12
C 4.75 -0.35 0.61
C 5.98 0.18 0.04
C 7.19 -0.11 0.68
C 8.39 0.37 0.18
C 8.41 1.14 -0.97
C 7.22 1.43 -1.61
C 6.02 0.96 -1.12
C 0.46 -0.04 -0.65
C -0.48 -1.25 -0.70
H -1.65 -3.78 -0.90
H -2.84 -4.33 0.27
H -1.21 -3.91 0.82
H -3.02 -2.18 1.28
H -5.09 -1.18 -2.47
H -6.30 -0.62 -1.29
H -5.11 0.52 -1.96
H -5.54 -0.19 0.99
H -3.82 -0.40 1.39
H -2.21 1.01 -0.16
H -1.69 3.39 -0.64
H -3.45 5.10 -0.40
H -5.71 4.44 0.33
H -6.22 2.08 0.80
H -1.41 -1.14 2.49
H -0.08 -2.09 1.80
H 0.74 0.10 2.65
H -0.42 0.94 1.62
H 2.49 -0.97 1.82
H 2.11 -1.79 0.29
H 3.33 0.36 -0.78
H 4.88 -0.92 1.52
H 7.18 -0.71 1.58
H 9.31 0.13 0.69
H 9.35 1.51 -1.36
H 7.23 2.03 -2.51
H 5.10 1.20 -1.63
H 1.18 -0.11 -1.46
H -0.12 0.88 -0.80
H -1.05 -1.24 -1.64
H 0.12 -2.17 -0.68
*
```

The calculation puts the HOMO energy at -8.2 eV. Its SMILES is C[C@H](C(=O)N(C)Cc1ccccc1)N1CCN(C/C=C/c2ccccc2)CC1. Its total energy is -31908.5844 eV. Its HOMO-LUMO gap is 0.3299 hartree.